12
Properties=species:S:1:pos:R:3 method="wB97M-V/def2-TZVPD" de_lowest_kcal_mol=102.86 gap_ev=8.25 smiles="[H]/N=C/N(O)C(=S)C#C" largest_force_ha_per_bohr=0.049
C -1.01952 -1.06148 -0.05039
C 1.04983 0.32289 0.04553
C 0.39221 1.60150 0.05468
C -0.05815 2.70774 -0.02979
H 1.94243 -1.73680 0.32296
H -1.31958 -2.12399 -0.01603
H -2.72215 -0.60572 -0.00334
H -0.52008 3.67467 -0.12845
N 0.36365 -0.82803 -0.10371
N -1.87585 -0.10254 -0.02987
O 1.01960 -2.00731 -0.00353
S 2.74761 0.15908 -0.05806

=====

8
Properties=species:S:1:pos:R:3 method="wB97M-V/def2-TZVPD" de_lowest_kcal_mol=73.88 gap_ev="5.74 / 5.74" largest_force_ha_per_bohr=0.070
C 1.90118 -0.07975 0.02482
C 0.68334 -0.17787 0.06462
C -1.64760 0.45438 0.00675
C -0.69736 -0.47034 0.00587
I 4.79608 0.11361 -0.05349
H -2.68734 0.17771 -0.05489
H -1.42354 1.50959 0.06598
H -0.92475 -1.52732 -0.05968

=====

11
Properties=species:S:1:pos:R:3 method="wB97M-V/def2-TZVPD" de_lowest_kcal_mol=36.89 gap_ev=10.51 smiles="CC(C)=N" largest_force_ha_per_bohr=0.160
C 0.34395 0.00908 -0.20830
C -0.42696 -0.97635 -0.99192
C -0.19253 0.53612 1.13085
N 1.55157 0.72808 -0.65147
H -0.42525 -1.98122 -0.49605
H -1.47047 -0.59603 -1.15651
H 0.06379 -0.93556 -1.95205
H 0.60287 0.62909 1.85541
H -0.83210 -0.32527 1.38660
H -0.73098 1.37137 1.00270
H 1.51611 1.54071 0.08073

=====

13
Properties=species:S:1:pos:R:3 method="wB97M-V/def2-TZVPD" de_lowest_kcal_mol=146.74 gap_ev=8.95 largest_force_ha_per_bohr=0.106
C -0.17770 1.33705 0.29430
C -1.55986 -1.35132 0.24359
C 1.77644 0.08803 -0.39154
H -0.26733 1.59381 -1.98292
H -0.41715 1.84653 1.53047
H -0.00279 -1.54224 1.75280
H -1.57479 -2.32992 0.65056
H 2.06107 1.27700 -0.55967
N -0.22232 2.14225 -0.71271
N 0.49117 0.03359 0.20319
N -0.26263 -0.99224 0.67795
S -2.39418 -0.87346 -0.97712
S 2.55007 -1.22909 -0.72890

=====

68
Properties=species:S:1:pos:R:3 method="wB97M-V/def2-TZVPD" gap_ev=7.87 smiles="N=[PH2]C1=CC(=O)C(CCCC(=O)O)=C(CCCCS(=O)(=O)O)C1=O.COC(=O)OC.COC(=O)OC" largest_force_ha_per_bohr=0.022
N -2.87755 -3.59846 -1.61029
P -3.96377 -2.83996 -2.44561
C -4.02426 -1.07348 -2.11575
C -5.16398 -0.40901 -1.91854
C -5.05620 1.04304 -1.59157
O -5.84916 1.85215 -2.01041
C -3.87323 1.42722 -0.76160
C -4.07798 2.51471 0.24279
C -5.26213 2.20384 1.21554
C -6.48376 3.07282 0.94133
C -7.67483 2.69919 1.76859
O -8.76512 2.53514 1.32912
O -7.42485 2.60627 3.12092
C -2.72861 0.76032 -0.97108
C -1.41076 0.97054 -0.27895
C -0.79613 2.37386 -0.43845
C 0.71186 2.32910 -0.68449
C 1.40478 3.63223 -0.25747
S 1.65769 3.82717 1.48016
O 0.44637 4.28057 2.10209
O 2.86221 4.55741 1.71052
O 1.86007 2.30737 1.89299
C -2.75675 -0.30791 -2.00430
O -1.82001 -0.53529 -2.72659
H -3.29070 -4.29254 -1.00021
H -3.78149 -2.92991 -3.83446
H -5.28900 -3.22190 -2.18574
H -6.14542 -0.86157 -1.97999
H -4.29179 3.45992 -0.25657
H -3.17896 2.63956 0.83876
H -5.51028 1.14386 1.11758
H -4.91355 2.36776 2.23245
H -6.21412 4.10995 1.15868
H -6.78601 3.03376 -0.10150
H -7.34072 1.67363 3.35986
H -0.71796 0.23386 -0.68529
H -1.53710 0.71498 0.77482
H -1.31216 2.90739 -1.23609
H -0.98149 2.94222 0.47395
H 1.15865 1.47037 -0.19410
H 0.89850 2.23288 -1.75482
H 0.73596 4.46163 -0.49383
H 2.34186 3.80308 -0.77716
H 1.66016 2.25424 2.84238
C 3.07635 -2.52679 1.57699
O 2.21544 -1.82016 0.68245
C 1.95246 -2.47825 -0.45117
O 2.38625 -3.55975 -0.74820
O 1.14334 -1.72467 -1.18613
C 0.75400 -2.29623 -2.44407
H 3.21534 -1.88438 2.44132
H 2.62246 -3.46525 1.88877
H 4.03956 -2.72082 1.10992
H 0.20492 -3.22312 -2.29172
H 1.62616 -2.47258 -3.07165
H 0.10726 -1.56233 -2.90672
C 10.07155 -1.61630 2.09255
O 9.52740 -2.01650 0.83226
C 8.51885 -2.88216 0.92126
O 8.05880 -3.32468 1.94137
O 8.10590 -3.16987 -0.31095
C 7.02359 -4.10308 -0.36446
H 10.87268 -0.92065 1.86303
H 9.31427 -1.12246 2.69787
H 10.46907 -2.47541 2.62884
H 6.15307 -3.71262 0.15776
H 7.31605 -5.05745 0.06829
H 6.78695 -4.23650 -1.41526

=====

61
Properties=species:S:1:pos:R:3 method="wB97M-V/def2-TZVPD" de_lowest_kcal_mol=95.32 gap_ev=9.03 largest_force_ha_per_bohr=0.048
N 0.90286 -0.44159 -1.81959
C 1.55791 -1.57238 -1.15715
C 0.91656 -2.85848 -1.73495
C 1.48760 -4.17037 -1.11673
S 0.49581 -5.55875 -1.73815
C 1.33560 -1.59303 0.35962
N 1.55663 -0.36847 1.12732
C 2.19102 -0.73478 2.40517
H -0.08241 -0.55043 -2.00791
H 1.01514 0.45133 -1.35074
H 2.58828 -1.56903 -1.51600
H -0.13349 -2.89605 -1.42792
H 1.08040 -2.87549 -2.82022
H 2.38285 -4.39034 -1.71546
H 1.38535 -4.20949 -0.04469
H -0.25762 -5.92661 -0.70508
H 0.28523 -1.88083 0.54724
H 2.00815 -2.41804 0.67154
H 2.16261 0.27459 0.62505
H 2.03623 0.11694 3.07735
H 1.59458 -1.47000 2.96022
H 3.16322 -1.19750 2.29611
H 1.67968 3.30099 -1.02737
H 2.23345 2.45671 0.03074
O 1.59685 2.38883 -0.69653
H 1.61067 -0.38102 4.95414
H 0.28615 0.30768 4.84725
O 0.93508 0.03106 5.50507
H -5.33356 2.93797 -0.28923
H -4.52858 3.39387 -1.58562
O -4.46910 3.14265 -0.65964
H -4.60739 0.50628 0.93440
H -4.60638 0.86062 2.36685
O -5.02472 1.13307 1.54008
H -3.91350 -1.92446 0.72204
H -3.00348 -1.61012 -0.61863
O -3.08055 -2.00532 0.25278
H 3.30522 2.91196 3.51914
H 4.48502 2.45069 2.80020
O 3.52232 2.39680 2.72375
H -0.98546 -0.25768 1.87173
H -2.29869 -0.93007 1.49964
O -1.93153 -0.22585 2.06407
H 1.00948 1.94804 -4.24317
H 1.76813 1.38885 -3.15720
O 1.92783 1.95616 -3.93218
H 3.46035 -3.49971 4.22732
H 3.80017 -1.97053 4.54571
O 3.27552 -2.58148 4.02243
H 1.91314 3.94825 -3.00707
H 0.42035 4.44309 -2.89860
O 1.31086 4.54684 -2.54822
H -3.38902 1.75056 -0.50315
H -2.07029 0.94200 -0.04102
O -2.79682 0.98635 -0.67182
H -1.86630 2.62845 -3.19013
H -1.30916 2.43701 -1.79906
O -1.04798 2.72680 -2.68228
H -4.25312 0.64947 -3.91927
H -3.59599 1.26182 -2.53148
O -4.10116 1.39214 -3.34073

=====

Copy entry 6 word for word.
61
Properties=species:S:1:pos:R:3 method="wB97M-V/def2-TZVPD" de_lowest_kcal_mol=95.32 gap_ev=9.03 largest_force_ha_per_bohr=0.048
N 0.90286 -0.44159 -1.81959
C 1.55791 -1.57238 -1.15715
C 0.91656 -2.85848 -1.73495
C 1.48760 -4.17037 -1.11673
S 0.49581 -5.55875 -1.73815
C 1.33560 -1.59303 0.35962
N 1.55663 -0.36847 1.12732
C 2.19102 -0.73478 2.40517
H -0.08241 -0.55043 -2.00791
H 1.01514 0.45133 -1.35074
H 2.58828 -1.56903 -1.51600
H -0.13349 -2.89605 -1.42792
H 1.08040 -2.87549 -2.82022
H 2.38285 -4.39034 -1.71546
H 1.38535 -4.20949 -0.04469
H -0.25762 -5.92661 -0.70508
H 0.28523 -1.88083 0.54724
H 2.00815 -2.41804 0.67154
H 2.16261 0.27459 0.62505
H 2.03623 0.11694 3.07735
H 1.59458 -1.47000 2.96022
H 3.16322 -1.19750 2.29611
H 1.67968 3.30099 -1.02737
H 2.23345 2.45671 0.03074
O 1.59685 2.38883 -0.69653
H 1.61067 -0.38102 4.95414
H 0.28615 0.30768 4.84725
O 0.93508 0.03106 5.50507
H -5.33356 2.93797 -0.28923
H -4.52858 3.39387 -1.58562
O -4.46910 3.14265 -0.65964
H -4.60739 0.50628 0.93440
H -4.60638 0.86062 2.36685
O -5.02472 1.13307 1.54008
H -3.91350 -1.92446 0.72204
H -3.00348 -1.61012 -0.61863
O -3.08055 -2.00532 0.25278
H 3.30522 2.91196 3.51914
H 4.48502 2.45069 2.80020
O 3.52232 2.39680 2.72375
H -0.98546 -0.25768 1.87173
H -2.29869 -0.93007 1.49964
O -1.93153 -0.22585 2.06407
H 1.00948 1.94804 -4.24317
H 1.76813 1.38885 -3.15720
O 1.92783 1.95616 -3.93218
H 3.46035 -3.49971 4.22732
H 3.80017 -1.97053 4.54571
O 3.27552 -2.58148 4.02243
H 1.91314 3.94825 -3.00707
H 0.42035 4.44309 -2.89860
O 1.31086 4.54684 -2.54822
H -3.38902 1.75056 -0.50315
H -2.07029 0.94200 -0.04102
O -2.79682 0.98635 -0.67182
H -1.86630 2.62845 -3.19013
H -1.30916 2.43701 -1.79906
O -1.04798 2.72680 -2.68228
H -4.25312 0.64947 -3.91927
H -3.59599 1.26182 -2.53148
O -4.10116 1.39214 -3.34073